ORCA calculation (wB97M-V/def2-TZVPD) on a structure of composition C28H32Br2N3O3RuS2 in a non-equilibrium geometry.

Last column: Löwdin charge in e.
Atoms and positions in Å:
Ru 0.583 -0.392 0.291  0.997
C 1.461 2.394 -2.805  0.000
C 0.180 1.729 -3.226  -0.176
C -0.170 1.628 -4.560  0.073
C -1.398 1.074 -4.955  0.045
C -2.280 0.599 -4.013  0.000
C -1.972 0.662 -2.664  -0.152
C -2.943 0.152 -1.642  0.010
C -0.737 1.250 -2.293  -0.147
N -0.412 1.358 -0.905  0.083
C -0.855 2.336 -0.213  -0.218
C -1.723 3.434 -0.728  0.030
C -0.425 2.370 1.232  -0.231
C -0.716 3.589 2.037  0.023
N 0.192 1.339 1.664  0.039
C 0.703 1.304 3.011  -0.247
C -0.114 0.826 4.034  -0.237
C -1.528 0.390 3.769  -0.030
C 0.414 0.814 5.321  -0.038
C 1.701 1.265 5.568  -0.053
C 2.493 1.730 4.525  -0.028
C 2.007 1.757 3.223  -0.239
C 2.836 2.288 2.086  -0.025
H 2.147 2.472 -3.646  0.098
H 1.957 1.844 -2.007  0.064
H 1.273 3.408 -2.443  0.099
H 0.522 1.995 -5.307  0.146
H -1.642 1.011 -6.007  0.144
H -3.220 0.153 -4.312  0.143
H -3.491 -0.704 -2.034  0.110
H -3.688 0.917 -1.403  0.115
H -2.460 -0.145 -0.711  0.048
H -1.912 3.329 -1.793  0.096
H -1.262 4.404 -0.541  0.109
H -2.677 3.429 -0.194  0.115
H -0.233 4.455 1.579  0.110
H -0.369 3.489 3.061  0.101
H -1.789 3.790 2.037  0.107
H -1.607 -0.215 2.864  0.031
H -2.190 1.251 3.647  0.090
H -1.909 -0.198 4.601  0.090
H -0.199 0.451 6.136  0.127
H 2.091 1.257 6.577  0.121
H 3.497 2.083 4.722  0.125
H 3.861 2.462 2.404  0.092
H 2.443 3.237 1.714  0.086
H 2.859 1.593 1.240  0.049
Br 0.561 -2.833 4.058  0.673
C 2.153 -1.836 3.778  -0.961
Br 2.592 -1.602 1.878  0.683
H 3.002 -2.375 4.180  0.016
H 2.049 -0.839 4.186  -0.039
O 2.444 -0.436 -1.030  -0.193
H 3.366 -0.461 -0.742  0.061
H 2.356 -1.059 -1.798  0.020
O 1.821 -2.216 -2.964  -0.282
S 0.379 -2.333 -2.998  0.708
O -0.328 -1.763 -4.088  -0.247
N -0.162 -1.703 -1.526  -0.204
C -0.669 -2.644 -0.775  -0.779
S -1.004 -2.225 0.854  0.620
C -0.757 -3.975 -1.383  -0.218
C -1.295 -5.140 -0.865  0.009
C -1.235 -6.286 -1.649  -0.024
C -0.648 -6.264 -2.910  -0.022
C -0.101 -5.093 -3.435  -0.005
C -0.170 -3.970 -2.645  -0.214
H -1.748 -5.155 0.118  0.122
H -1.650 -7.212 -1.274  0.122
H -0.612 -7.172 -3.497  0.124
H 0.356 -5.075 -4.415  0.133

Summary:
Spin multiplicity: 6
⟨S²⟩: 8.78
ΔE to the lowest compared entry with this formula, charge and spin, kJ/mol: 43.9
Orbital gap (alpha / beta), eV: 6.82 / 4.05
Net charge: +2